Here is a molecular structure, C5H8ClN3O6Pd from the Open Molecules 2025 dataset. Energies are from wB97M-V/def2-TZVPD.

Each line ends with the Löwdin charge.
Cartesian coordinates (Å):
1 Pd -0.32 -0.20 -0.08  0.76
2 C 3.80 0.15 1.66  0.00
3 C 2.36 -0.05 1.35  -0.25
4 N 1.86 -0.21 0.18  -0.08
5 O 2.65 -0.18 -0.94  0.01
6 C 1.40 -0.10 2.47  -0.25
7 C 1.77 -0.02 3.92  -0.01
8 N 0.16 -0.18 2.15  -0.13
9 O -0.83 -0.24 2.87  0.05
10 H 4.45 0.16 0.79  0.07
11 H 4.15 -0.65 2.31  0.10
12 H 3.94 1.10 2.19  0.11
13 H 3.47 0.29 -0.73  0.09
14 H 2.84 0.05 4.07  0.07
15 H 1.40 -0.90 4.45  0.09
16 H 1.29 0.85 4.38  0.10
17 N -3.46 -0.37 -0.08  0.18
18 C -2.32 -0.41 -0.27  -0.13
19 H -4.42 -0.16 0.04  0.11
20 O -1.98 2.38 -1.08  -0.37
21 Cl -0.55 2.53 -1.11  0.64
22 O -0.18 3.82 -1.60  -0.31
23 O 0.03 1.47 -1.94  -0.42
24 O -0.01 2.33 0.24  -0.42

Molar mass (g mol⁻¹): 348.01
Multiplicity: 3
E_HOMO (alpha / beta) (eV): -8.809 / -9.008
<S²>: 2.02
Electronic energy (hartree): -1398.6448
Frontier orbital gap (alpha / beta) (eV): 8.4673 / 6.8757

Here is C5H8ClNO in the gas phase from the Open Molecules 2025 dataset. Energies are from wB97M-V/def2-TZVPD.

Each line ends with the Löwdin charge.
Cartesian coordinates (Å):
1 C 1.06 -0.96 -1.50  -0.10
2 C -0.16 -0.45 -0.74  -0.63
3 Cl -1.59 -1.52 -0.77  0.66
4 C -0.21 0.60 0.03  -0.33
5 C -1.59 1.04 0.48  -0.09
6 C 0.96 1.53 0.20  -0.13
7 N 1.74 1.45 1.19  -0.02
8 O 1.62 0.28 1.86  -0.03
9 H 1.47 -1.85 -1.02  0.07
10 H 1.92 -0.26 -1.47  0.08
11 H 0.75 -1.33 -2.53  0.09
12 H -2.13 1.44 -0.41  0.10
13 H -2.08 0.17 0.95  0.05
14 H -1.53 1.81 1.19  0.05
15 H 1.03 2.49 -0.31  0.13
16 H 2.17 0.41 2.64  0.10

Molar mass (g mol⁻¹): 133.58
E_HOMO (eV): -9.279
Electronic energy (hartree): -785.4145
Frontier orbital gap (eV): 10.0756
Structure (SMILES): C/C(Cl)=C(C)\C=N/O

Here is C5H8ClNO in the gas phase from the Open Molecules 2025 dataset. Energies are from wB97M-V/def2-TZVPD.

Each line ends with the Löwdin charge.
Cartesian coordinates (Å):
1 C -1.24 -1.05 -0.37  0.19
2 C -1.19 0.05 0.21  -0.34
3 C 0.16 0.21 1.26  -0.16
4 C -2.17 1.10 0.34  -0.09
5 C 2.46 -0.77 -1.13  -0.62
6 N 1.57 -1.03 -0.14  -0.02
7 O 1.27 0.14 0.54  -0.14
8 Cl 1.70 -0.07 -2.64  0.48
9 H -1.22 -2.08 -0.46  0.04
10 H -0.08 1.18 1.75  0.12
11 H -0.01 -0.64 1.95  0.13
12 H -1.59 2.03 0.57  0.09
13 H -3.11 1.18 0.95  0.11
14 H -2.55 1.41 -0.58  0.05
15 H 2.85 -1.73 -1.40  0.07
16 H 3.14 0.06 -0.86  0.08

Molar mass (g mol⁻¹): 133.58
E_HOMO (alpha / beta) (eV): -8.891 / -7.679
Electronic energy (hartree): -785.2381
Frontier orbital gap (alpha / beta) (eV): 8.9849 / 6.7969

Here is C5H8ClNO4 in the gas phase from the Open Molecules 2025 dataset. Energies are from wB97M-V/def2-TZVPD.

Each line ends with the Löwdin charge.
Cartesian coordinates (Å):
1 C -0.29 3.07 -1.27  0.02
2 C -0.09 1.62 -1.42  -0.49
3 O -0.01 1.02 -2.47  0.11
4 O -0.05 1.07 -0.13  -0.01
5 C 0.36 -0.27 -0.13  -0.28
6 C -0.37 -1.03 0.89  -0.06
7 C 2.17 -0.45 0.13  -0.49
8 Cl 2.58 -1.58 1.42  0.71
9 N 2.65 0.87 0.39  -0.43
10 O 2.51 1.69 -0.50  0.08
11 O 3.32 1.12 1.40  0.05
12 H -1.23 3.49 -1.73  0.12
13 H 0.61 3.61 -1.56  0.10
14 H -0.32 3.14 -0.17  0.09
15 H 0.34 -0.66 -1.11  0.11
16 H -1.38 -1.05 0.67  0.07
17 H -0.19 -0.60 1.86  0.09
18 H 0.09 -2.01 0.99  0.06
19 H 2.33 -0.85 -0.99  0.18

Molar mass (g mol⁻¹): 181.58
E_HOMO (eV): -10.572
Electronic energy (hartree): -1011.0892
Frontier orbital gap (eV): 10.2262
Structure (SMILES): CC(=O)O[C@H](C)[C@H](Cl)[N+](=O)[O-]

Here is 2 unconnected molecules or ions with the total composition C5H8F2 from the Open Molecules 2025 dataset. Energies are from wB97M-V/def2-TZVPD.

Each line ends with the Löwdin charge.
Cartesian coordinates (Å):
1 C 2.55 0.80 0.75  -0.17
2 C 1.80 -0.01 0.02  0.05
3 C -1.03 -0.55 -1.35  -0.17
4 C -1.54 0.23 0.91  -0.11
5 C -1.02 -0.86 0.05  -0.25
6 F 3.70 1.43 0.38  0.01
7 F 1.90 -0.06 -1.39  -0.01
8 H 2.45 0.72 1.88  0.13
9 H -0.94 -1.47 -1.94  0.09
10 H -2.04 -0.24 -1.52  0.06
11 H -0.54 0.34 -1.77  0.08
12 H -2.04 -0.12 1.87  0.09
13 H -0.59 0.60 1.31  0.06
14 H -2.24 0.82 0.37  0.06
15 H -0.42 -1.63 0.43  0.07

Molar mass (g mol⁻¹): 106.11
Multiplicity: 3
E_HOMO (alpha / beta) (eV): -7.225 / -10.314
<S²>: 2.02
Electronic energy (hartree): -394.7974
Frontier orbital gap (alpha / beta) (eV): 8.0550 / 8.2597

Here is C5H8F3N in the gas phase from the Open Molecules 2025 dataset. Energies are from wB97M-V/def2-TZVPD.

Each line ends with the Löwdin charge.
Cartesian coordinates (Å):
1 C 0.63 0.65 1.32  -0.10
2 C 1.54 -0.36 0.72  -0.27
3 C -0.77 0.56 -0.80  -0.15
4 C 1.08 -0.98 -0.68  -0.29
5 C -2.18 0.64 -0.43  -0.10
6 N -0.25 -0.76 -0.89  0.01
7 F 1.06 1.93 1.31  -0.01
8 F 1.88 -1.46 1.48  -0.04
9 F 1.81 -0.18 -1.59  -0.01
10 H -0.07 0.30 2.11  0.13
11 H 2.62 -0.01 0.63  0.17
12 H -0.13 1.37 -0.83  0.08
13 H 1.26 -2.08 -0.71  0.16
14 H -2.25 0.05 0.53  0.09
15 H -2.71 0.02 -1.18  0.08
16 H -2.54 1.73 -0.29  0.12
17 H -0.97 -1.41 -0.69  0.13

Molar mass (g mol⁻¹): 139.12
E_HOMO (alpha / beta) (eV): -7.942 / -7.045
Electronic energy (hartree): -549.5170
Frontier orbital gap (alpha / beta) (eV): 8.5407 / 7.4304

Here is 2 unconnected molecules or ions with the total composition C5H8F3NO2 from the Open Molecules 2025 dataset. Energies are from wB97M-V/def2-TZVPD.

Each line ends with the Löwdin charge.
Cartesian coordinates (Å):
1 C -1.22 0.70 -1.03  -0.01
2 N -1.06 0.18 0.36  -0.20
3 C -2.13 0.47 1.26  -0.09
4 C -0.36 -0.93 0.56  -0.20
5 O -0.95 -2.17 -0.13  0.16
6 C 0.20 -1.73 -0.48  -0.60
7 O 1.03 -1.88 -1.23  0.19
8 H -1.75 -0.05 -1.54  0.07
9 H -1.99 1.52 -0.83  0.10
10 H -0.28 1.04 -1.60  0.12
11 H -1.75 0.86 2.34  0.13
12 H -2.91 1.23 0.99  0.10
13 H -2.72 -0.37 1.49  0.06
14 H 0.08 -1.20 1.51  0.16
15 F 4.16 0.85 0.48  0.08
16 C 3.17 0.43 -0.36  -0.52
17 F 2.73 1.42 -1.10  0.12
18 F 2.22 0.00 0.41  0.14
19 H 3.53 -0.38 -1.11  0.19

Molar mass (g mol⁻¹): 171.12
E_HOMO (eV): -9.265
Electronic energy (hartree): -700.0685
Frontier orbital gap (eV): 10.0468
Structure (SMILES): CN(C)[C@H]1OC1=O.FC(F)F

Here is 2 unconnected molecules or ions with the total composition C5H8F4N2O3 from the Open Molecules 2025 dataset. Energies are from wB97M-V/def2-TZVPD.

Each line ends with the Löwdin charge.
Cartesian coordinates (Å):
1 C 1.60 -0.99 0.87  -0.05
2 C 2.41 0.80 -0.76  -0.23
3 C 1.12 0.19 0.03  -0.49
4 C -2.20 -0.41 0.34  -0.08
5 C -2.62 1.01 0.08  -0.58
6 N 0.20 -0.01 -0.95  0.15
7 N -2.62 -1.53 -0.38  -0.35
8 O -2.20 -2.62 0.00  0.10
9 O -3.33 -1.34 -1.35  0.12
10 O 3.38 1.19 0.13  -0.04
11 F -1.68 -0.64 1.55  0.17
12 F -1.73 1.84 0.66  0.15
13 F -3.81 1.32 0.61  0.17
14 F -2.66 1.31 -1.21  0.18
15 H 2.22 -1.66 0.28  0.08
16 H 0.75 -1.54 1.25  0.06
17 H 2.20 -0.63 1.70  0.08
18 H 2.82 -0.01 -1.36  0.12
19 H 2.04 1.61 -1.40  0.12
20 H 0.80 1.04 0.65  0.13
21 H 0.16 -0.97 -1.29  0.07
22 H 3.16 2.03 0.54  0.11

Molar mass (g mol⁻¹): 220.12
Multiplicity: 3
E_HOMO (alpha / beta) (eV): -9.274 / -10.326
<S²>: 2.01
Electronic energy (hartree): -929.7716
Frontier orbital gap (alpha / beta) (eV): 9.3602 / 7.4900

Here is 2 unconnected molecules or ions with the total composition C5H8F5NO from the Open Molecules 2025 dataset. Energies are from wB97M-V/def2-TZVPD.

Each line ends with the Löwdin charge.
Cartesian coordinates (Å):
1 C -0.60 -0.24 1.85  -0.02
2 C -0.05 -0.24 -2.26  -0.06
3 C 0.48 0.66 -0.16  -0.26
4 C -1.28 1.93 -0.36  -0.34
5 C -1.03 3.11 0.53  -0.52
6 N 0.58 0.39 1.15  -0.04
7 O 0.05 -0.38 -0.88  -0.13
8 F -2.39 1.25 -0.26  0.13
9 F -1.32 2.47 -1.66  0.01
10 F 0.15 3.70 0.21  0.14
11 F -0.78 2.62 1.82  0.07
12 F -2.04 3.97 0.66  0.17
13 H -0.52 -0.61 2.88  0.09
14 H -1.36 0.56 1.80  0.07
15 H -0.70 -1.12 1.13  0.10
16 H 0.83 -0.78 -2.73  0.12
17 H 0.12 0.82 -2.41  0.08
18 H -1.09 -0.51 -2.49  0.11
19 H 1.21 1.42 -0.62  0.18
20 H 1.21 0.92 1.69  0.11

Molar mass (g mol⁻¹): 193.12
E_HOMO (eV): -8.230
Electronic energy (hartree): -824.5397
Frontier orbital gap (eV): 9.0768

Here is a molecular structure, C5H8FNO2 from the Open Molecules 2025 dataset. Energies are from wB97M-V/def2-TZVPD.

Each line ends with the Löwdin charge.
Cartesian coordinates (Å):
1 C 0.45 0.28 0.12  -0.36
2 C -0.32 0.16 -1.17  0.00
3 C -0.64 -1.24 -0.72  -0.28
4 C -0.31 -1.00 0.61  -0.03
5 C 0.16 1.54 0.93  -0.37
6 H 2.31 0.52 0.55  0.02
7 H 2.04 -0.79 -0.31  0.05
8 H -1.10 0.75 -1.21  0.08
9 H 0.28 0.33 -1.96  0.11
10 H -0.12 -1.99 -1.26  0.15
11 H -1.03 -0.81 1.08  0.01
12 H 0.08 -1.87 1.21  0.17
13 H -1.71 1.54 0.77  0.03
14 N 1.84 0.10 -0.11  0.17
15 O -1.05 1.89 1.18  0.24
16 O 1.11 2.30 1.32  0.06
17 F -1.99 -1.70 -1.03  -0.06

Molar mass (g mol⁻¹): 133.12
E_HOMO (eV): -9.730
Electronic energy (hartree): -500.2843
Frontier orbital gap (eV): 10.2919

Here is a molecular structure, C5H8I2 from the Open Molecules 2025 dataset. Energies are from wB97M-V/def2-TZVPD.

Each line ends with the Löwdin charge.
Cartesian coordinates (Å):
1 C 0.50 -0.75 1.52  0.02
2 C 0.23 0.04 0.39  -0.43
3 C 3.48 0.11 -1.26  -1.31
4 C 0.91 1.32 0.12  -0.10
5 C -0.56 -0.50 -0.73  -0.08
6 I 3.38 -1.75 -0.54  0.79
7 I 4.71 1.51 -0.35  0.67
8 H 1.18 -0.46 2.25  0.02
9 H -0.07 -1.54 1.88  0.03
10 H 1.36 1.78 1.04  0.10
11 H 0.25 1.94 -0.52  0.10
12 H 1.80 1.11 -0.53  -0.02
13 H 0.07 -1.01 -1.32  0.03
14 H -1.09 0.27 -1.32  0.10
15 H -1.21 -1.29 -0.38  0.09

Molar mass (g mol⁻¹): 321.93
E_HOMO (alpha / beta) (eV): -8.365 / -8.363
Electronic energy (hartree): -790.5216
Frontier orbital gap (alpha / beta) (eV): 7.0133 / 7.0122

Here is C5H8IO4P in the gas phase from the Open Molecules 2025 dataset. Energies are from wB97M-V/def2-TZVPD.

Each line ends with the Löwdin charge.
Cartesian coordinates (Å):
1 C 3.57 -1.69 0.58  0.13
2 C 2.64 -0.98 0.79  -0.27
3 O 1.62 -0.18 1.00  -0.08
4 P 1.53 1.12 0.00  0.36
5 O 2.28 0.97 -1.22  -0.21
6 O 1.97 2.33 0.91  -0.05
7 O -0.03 1.36 -0.15  -0.24
8 C -0.76 0.34 -0.84  -0.77
9 I -0.85 0.78 -2.94  0.89
10 C -2.16 0.23 -0.22  -0.29
11 C -2.45 -1.16 0.33  -0.09
12 H 4.41 -2.25 0.29  0.03
13 H 1.18 2.77 1.26  0.10
14 H -0.26 -0.62 -0.74  0.07
15 H -2.21 0.99 0.56  0.11
16 H -2.90 0.51 -0.97  0.07
17 H -3.24 -1.11 1.07  0.07
18 H -2.74 -1.82 -0.49  0.08
19 H -1.57 -1.59 0.79  0.07

Molar mass (g mol⁻¹): 289.99
E_HOMO (eV): -9.607
Electronic energy (hartree): -1135.3464
Frontier orbital gap (eV): 10.0091
Structure (SMILES): C#CO[P@](=O)(O)O[C@H](I)CC

Here is C5H8IOP in the gas phase from the Open Molecules 2025 dataset. Energies are from wB97M-V/def2-TZVPD.

Each line ends with the Löwdin charge.
Cartesian coordinates (Å):
1 C 1.50 2.45 -0.53  0.05
2 C 1.89 1.35 -0.25  -0.26
3 C 2.27 0.04 0.17  -0.25
4 C 1.00 -0.83 0.01  -0.36
5 C -0.18 -0.55 0.97  -0.44
6 O -2.87 -2.16 -0.26  -0.54
7 P -3.44 -0.83 -0.24  0.36
8 I -1.44 0.90 0.12  0.97
9 H 0.96 3.24 -1.01  0.03
10 H 2.99 -0.28 -0.62  0.13
11 H 2.74 0.13 1.21  0.15
12 H 1.37 -1.90 0.25  0.13
13 H 0.82 -0.83 -1.14  0.13
14 H 0.31 -0.09 1.87  0.04
15 H -3.72 -0.12 -1.41  -0.07
16 H -4.20 -0.51 0.87  -0.06

Molar mass (g mol⁻¹): 242.00
Multiplicity: 3
E_HOMO (alpha / beta) (eV): -5.309 / -9.493
<S²>: 2.01
Electronic energy (hartree): -909.3172
Frontier orbital gap (alpha / beta) (eV): 5.4244 / 7.9736

Here is C5H8IP in the gas phase from the Open Molecules 2025 dataset. Energies are from wB97M-V/def2-TZVPD.

Each line ends with the Löwdin charge.
Cartesian coordinates (Å):
1 C 2.16 -0.08 -0.86  -0.06
2 C 0.70 -0.11 -0.44  -0.33
3 C 0.21 -0.28 0.97  -0.15
4 C -0.14 0.97 0.19  -0.51
5 P -1.84 1.35 -0.29  0.87
6 C -2.65 -0.03 0.17  -1.03
7 I -4.75 -0.30 -0.07  0.64
8 H 2.82 0.71 -0.57  0.07
9 H 2.18 -0.13 -1.88  0.03
10 H 2.66 -0.99 -0.52  0.09
11 H 0.26 -0.96 -1.00  0.14
12 H 0.83 -0.14 1.83  0.09
13 H -0.54 -1.11 1.08  0.09
14 H 0.42 1.87 0.44  0.09
15 H -2.31 -0.76 0.95  -0.03

Molar mass (g mol⁻¹): 226.00
E_HOMO (eV): -8.650
Electronic energy (hartree): -834.2645
Frontier orbital gap (eV): 8.6438
Structure (SMILES): C[C@H]1C[C@@H]1/P=C/I

Here is a molecular structure, C5H8LiMnO4 from the Open Molecules 2025 dataset. Energies are from wB97M-V/def2-TZVPD.

Each line ends with the Löwdin charge.
Cartesian coordinates (Å):
1 C 2.03 1.26 1.67  -0.05
2 C 0.60 1.15 1.27  -0.34
3 O 0.09 2.18 0.71  -0.18
4 Li -0.48 2.14 -1.07  0.68
5 H 2.32 0.37 2.24  0.09
6 H 2.65 1.40 0.78  0.09
7 H 2.17 2.18 2.27  0.10
8 H -0.17 0.62 1.87  0.13
9 H 0.41 -0.47 0.41  0.13
10 O -1.10 -2.24 0.26  -0.36
11 C -1.93 0.56 -1.23  -0.36
12 C -0.03 -1.64 -0.26  -0.36
13 O -2.99 0.48 -0.60  -0.18
14 O -1.62 -0.70 -1.78  -0.30
15 C -0.26 -1.13 -1.68  -0.21
16 Mn -2.89 -1.68 -0.37  0.77
17 H 0.90 -2.24 -0.21  0.12
18 H -0.12 -1.94 -2.41  0.13
19 H 0.43 -0.30 -1.87  0.11

Molar mass (g mol⁻¹): 193.99
Multiplicity: 7
E_HOMO (alpha / beta) (eV): -5.041 / -8.992
<S²>: 12.00
Electronic energy (hartree): -1654.6927
Frontier orbital gap (alpha / beta) (eV): 4.5317 / 8.4605